# 1
Below is a 28-piece molecular cluster, C31H114F3N54O29 overall in a non-equilibrium geometry, with properties calculated with the ωB97M-V functional and the def2-TZVPD basis.

Each line ends with the Mulliken charge.
Positions of all 231 atoms, in Å:
F1 -2.4415 -0.2252 0.2873  -0.042
F2 -2.3278 1.9653 0.0167  0.147
F3 -2.1502 0.5146 -1.6187  -0.255
O1 -5.9471 -3.2416 1.1914  -0.608
O2 -0.4142 -7.5063 1.8236  -0.758
O3 2.6759 6.1958 -0.0441  -0.835
O4 -0.5215 2.4556 3.6103  -0.776
O5 0.4054 1.9649 -0.9707  1.105
O6 -3.8647 0.4135 -6.4009  -0.784
O7 -3.0807 -3.2308 -2.7388  -0.655
O8 4.2308 6.0545 -3.5134  -0.646
O9 3.1317 -4.7101 -3.2078  -0.614
O10 2.5398 4.3057 4.7525  -0.622
O11 -0.7522 -3.3645 6.6064  -0.719
O12 3.8263 1.2367 2.2428  -0.638
O13 -6.7217 3.0614 -2.4476  -0.746
O14 -1.4495 -5.8509 -2.6796  -0.784
O15 -0.3644 4.2749 -3.6364  -0.142
O16 -6.1829 1.7396 2.5748  -0.859
O17 1.4518 -8.5326 -3.2615  -0.610
O18 -1.1589 -3.7696 2.8072  -0.403
O19 -1.2045 7.2756 2.8099  -0.777
O20 3.4175 0.2555 5.8890  -0.849
O21 5.4934 2.3316 -2.7199  -0.813
O22 0.3908 -0.1694 -5.4239  -0.778
O23 -2.5435 0.7940 5.5851  -0.762
O24 -6.7957 5.0305 3.2507  -0.736
O25 7.2951 -1.8982 -0.4621  -0.712
O26 4.1548 -3.6690 0.7932  -0.745
O27 0.4808 -0.2797 -0.4712  2.246
O28 -2.9830 6.2931 0.3393  -0.775
O29 1.9330 -5.1696 4.8158  -0.690
N1 -2.2218 4.3063 -4.7894  -0.361
N2 -3.7043 -3.2548 -0.6508  0.074
N3 2.8892 -1.8620 5.9878  -0.361
N4 0.1126 -1.4117 5.9711  -0.006
N5 0.9260 1.4324 4.9818  -0.216
N6 -3.1849 1.9338 3.8682  0.268
N7 2.6666 -3.1472 -4.6140  -0.300
N8 -1.2309 4.9272 2.7247  0.336
N9 -5.4288 2.0915 0.5251  0.849
N10 1.7697 5.3171 -1.8276  0.523
N11 0.4818 5.9460 3.3749  -0.063
N12 3.2375 4.2048 -4.3929  0.134
N13 -5.3865 3.3054 -4.1179  -0.249
N14 3.4095 -7.8622 -2.4557  -0.187
N15 3.7486 0.9135 -2.9645  0.405
N16 6.7708 -0.3998 -1.9729  -0.107
N17 1.4575 1.9520 2.9076  1.811
N18 0.3851 1.5389 -3.9769  1.357
N19 4.2104 -5.8709 0.3022  -0.179
N20 3.5719 0.2724 0.2316  1.527
N21 -5.2671 -3.1144 -2.0730  -0.417
N22 5.6463 -4.6327 -0.6790  -0.335
N23 0.0685 -7.9769 -0.3128  -0.221
N24 -3.2488 -3.1147 2.9677  -0.037
N25 -3.4549 5.3694 -1.6691  -0.192
N26 4.0567 -2.6914 -3.1319  -0.003
N27 0.6201 -0.4635 -3.2080  1.949
N28 -5.0336 6.4162 3.2286  -0.399
N29 -7.6311 -3.1316 2.5501  -0.513
N30 -7.6294 -1.8171 0.6847  -0.348
N31 5.4334 0.2474 1.1243  0.055
N32 -0.5824 5.3337 -5.5148  -0.401
N33 -5.4356 5.2465 1.4884  -0.284
N34 -1.9316 -1.7201 5.6156  -0.124
N35 2.2257 -3.8853 3.0052  1.429
N36 -3.0127 -0.5908 -4.5466  0.298
N37 1.5200 4.3900 0.0722  1.988
N38 -7.5475 2.5740 1.0461  -0.178
N39 -0.5813 -3.8048 -3.2775  0.204
N40 8.3105 0.0769 -0.6153  -0.346
N41 -4.7698 0.7991 4.8928  -0.353
N42 3.6442 4.2391 2.7805  0.142
N43 3.8394 -5.1348 3.7793  -0.189
N44 3.7849 5.9349 -5.6561  -0.409
N45 -2.8122 -5.0559 2.0429  -0.364
N46 4.3312 5.4324 4.2614  -0.412
N47 3.4229 -1.0422 4.0752  -0.045
N48 3.5707 2.8196 -1.8349  0.724
N49 2.6789 -9.7232 -1.8514  -0.352
N50 -2.6230 1.3933 -4.8423  0.075
N51 0.6799 -5.5175 -2.8269  0.179
N52 -5.2084 1.5214 -2.9597  -0.278
N53 0.4496 -6.0125 0.5672  0.786
N54 -1.4342 5.5931 -1.0270  0.021
C1 3.2994 -3.6004 -3.6266  0.570
C2 3.8530 5.4084 -4.4544  0.531
C3 -5.8545 5.6376 2.6716  0.627
C4 -6.3621 2.1551 1.4362  -0.184
C5 2.6239 -4.7767 3.9207  0.261
C6 0.0691 -7.1588 0.7748  0.661
C7 -0.7224 6.1301 2.9164  0.481
C8 -3.9900 -3.3024 -1.9243  0.541
C9 -3.4357 1.1234 4.8344  0.574
C10 2.0016 5.3454 -0.5467  0.108
C11 3.3446 -0.8224 5.3222  0.793
C12 -0.9819 4.6149 -4.6054  0.674
C13 4.3372 2.0369 -2.4798  0.107
C14 0.2454 -1.5089 0.2425  -0.275
C15 -0.2206 0.9764 -0.1799  0.051
C16 -0.8476 -2.3046 6.0045  0.374
C17 0.5827 0.3032 -4.3324  0.470
C18 3.4194 4.6465 4.0174  0.725
C19 2.4070 -8.6802 -2.5791  0.579
C20 0.5710 2.0098 3.8079  -0.602
C21 -1.7597 0.7465 -0.3122  -1.157
C22 7.5272 -0.8347 -1.0201  0.404
C23 4.1983 0.6309 1.2801  -0.204
C24 1.3603 -2.3428 -0.1809  2.259
C25 -2.6706 5.7832 -0.6910  0.570
C26 -0.5241 -5.0614 -2.9146  0.422
C27 -7.0204 -2.7669 1.4476  0.665
C28 4.6032 -4.6299 0.1878  0.505
C29 -5.7876 2.6672 -3.1184  0.420
C30 -3.2044 0.3286 -5.3727  0.644
C31 -2.3168 -3.9252 2.5558  0.390
H1 9.0707 -0.2234 -0.0220  0.279
H2 5.1522 5.3454 3.6796  0.169
H3 4.3553 6.7364 -5.8850  0.261
H4 4.2716 0.4961 -3.7211  0.231
H5 -2.1115 4.9170 2.2302  -0.092
H6 1.2516 -2.9590 -1.0735  -0.995
H7 0.8704 3.7316 -0.3335  -1.050
H8 -1.1936 5.5683 -6.2839  0.133
H9 -0.8864 4.1001 3.1910  0.277
H10 -4.2226 6.7069 2.7015  0.207
H11 2.8148 -2.7509 5.5141  0.062
H12 4.4216 -2.9136 -2.2167  -0.151
H13 3.0320 3.5984 -5.1740  0.246
H14 3.5906 -6.9548 -2.8607  0.157
H15 0.6510 -5.6751 -0.3632  -0.281
H16 -4.9520 0.0455 5.5401  0.200
H17 2.7066 -1.7366 6.9732  0.263
H18 3.0760 3.8513 -3.4606  -0.251
H19 3.0107 3.4699 2.6160  -0.539
H20 -4.9060 2.8942 -4.9053  0.245
H21 2.2429 1.4096 3.2377  -0.069
H22 6.3225 -1.1044 -2.5410  0.102
H23 0.5995 -1.0890 6.7950  0.175
H24 -2.7174 3.8075 -4.0644  -0.235
H25 -2.2036 1.9801 3.6336  0.132
H26 -4.5979 5.6166 1.0625  0.250
H27 0.5667 -7.6279 -1.1191  0.097
H28 -4.4004 1.4040 -3.5543  0.323
H29 6.0015 -5.4179 -1.2057  0.138
H30 -0.0292 1.1465 0.8796  -0.678
H31 4.1905 -8.1738 -1.8962  0.129
H32 3.5750 -9.8332 -1.3985  0.135
H33 2.2290 -10.6216 -1.9544  0.241
H34 -2.7371 -3.0099 -0.4934  -0.159
H35 3.6513 -6.1092 1.1089  0.265
H36 0.2831 -1.4140 -3.2638  -0.300
H37 2.1081 -3.7651 -5.1854  0.272
H38 4.4913 5.6905 5.2246  0.298
H39 -2.1413 -0.7602 5.3816  0.214
H40 -6.1369 3.9812 -4.1362  0.242
H41 2.7058 2.4265 -1.4919  -0.657
H42 1.0023 6.7808 3.6036  0.181
H43 0.5059 -0.0819 -2.2799  -1.418
H44 2.7814 -3.4915 2.2595  -0.394
H45 0.2115 -3.1825 -3.2112  -0.719
H46 -2.7010 -2.3689 5.5306  0.255
H47 -2.7029 4.9134 -5.4375  0.142
H48 -5.6505 2.5723 -0.3349  -0.117
H49 6.1233 -3.7425 -0.6921  0.167
H50 0.1974 1.2238 5.6494  0.404
H51 3.8134 3.7493 -1.5239  0.193
H52 -4.3588 5.7327 -1.4026  0.230
H53 -0.7188 5.6917 -0.3209  0.017
H54 4.0107 -0.4057 3.5561  0.140
H55 7.0674 0.4657 -2.4007  0.079
H56 -1.5116 -3.4397 -3.4237  0.559
H57 4.0208 -0.1675 -0.5590  -0.229
H58 -5.7703 -2.8432 -1.2403  -0.094
H59 -4.5305 1.8980 0.9445  -0.449
H60 -3.7079 -4.9756 1.5831  0.125
H61 4.2863 -4.8016 2.9371  0.064
H62 -5.9199 4.4173 1.1752  0.316
H63 4.3460 -1.9624 -3.7681  0.077
H64 -2.9094 -2.2274 3.3108  0.027
H65 1.2172 -3.8490 3.0475  -0.485
H66 -5.3649 0.9688 -2.1290  0.137
H67 -4.1794 -3.3945 2.6924  -0.056
H68 0.5515 -5.4348 1.3894  -0.381
H69 4.6815 -6.5555 -0.2718  0.006
H70 2.6851 -2.1662 -4.8533  0.027
H71 -0.4735 -8.7849 -0.0415  0.206
H72 2.5719 0.3970 0.2983  -1.166
H73 6.2144 0.4502 1.7317  0.266
H74 -7.0211 -3.7200 3.0994  0.262
H75 -7.0564 -1.4744 -0.0731  0.119
H76 0.2979 -1.2409 1.2978  0.158
H77 2.2498 -1.7414 -0.3682  -1.090
H78 0.3013 5.8153 -5.4290  0.281
H79 -8.5060 -1.4085 0.9759  0.196
H80 -5.0434 6.3614 4.2371  0.244
H81 2.8647 0.5699 -2.6170  -0.451
H82 -2.0490 1.3686 -4.0116  -0.230
H83 1.2416 2.3004 1.9845  -0.771
H84 3.3477 -1.9973 3.7555  0.062
H85 0.5207 1.7284 -2.9942  -1.283
H86 0.8881 5.0355 3.5364  -0.204
H87 -0.7318 -1.8583 -0.0909  -0.211
H88 1.9221 1.3533 5.1288  -0.091
H89 -5.4508 1.0408 4.1870  0.444
H90 -3.4577 -1.4942 -4.6238  0.131
H91 -4.4199 -3.1571 0.0553  0.329
H92 -2.7431 2.1634 -5.4845  0.078
H93 4.2143 -5.7840 4.4560  0.249
H94 0.2448 -0.9057 5.1070  -0.111
H95 -3.8930 2.3993 3.3186  -0.147
H96 -2.6147 -0.4234 -3.6335  -0.316
H97 1.4433 -4.8988 -3.0603  0.023
H98 -2.1891 -5.8140 1.8035  0.181
H99 0.9133 -6.4822 -2.6402  -0.199
H100 1.3522 4.4803 -2.2093  -0.580
H101 -1.1180 5.0478 -1.8161  -0.192
H102 5.6992 -0.4360 0.4297  -0.172
H103 1.6400 -2.9801 0.6579  -0.624
H104 3.6175 5.1927 -6.3203  0.183
H105 -7.6828 2.8188 0.0756  0.220
H106 2.3068 6.0030 -2.3387  0.185
H107 0.3436 2.2642 -4.6786  -0.150
H108 -8.3668 -2.5175 2.8692  0.205
H109 4.3954 4.5561 2.1844  0.210
H110 -3.0816 5.1509 -2.5819  0.077
H111 8.2596 0.8755 -1.2315  0.148
H112 -5.6913 -2.8386 -2.9472  0.261
H113 -8.2166 2.4027 1.7830  0.258
H114 1.6470 4.4094 1.0740  -0.336

Calculated values
F_max = 11.17 eV/Å
total charge = -1
energy relative to the best compared isomer or geometry (same formula, charge and spin) = 106.0 kcal/mol

---

# 2
Below is a 2-piece molecular cluster, C10H19F2N2O3 overall, with properties calculated with the ωB97M-V functional and the def2-TZVPD basis.

Each line ends with the Mulliken charge.
Positions of all 36 atoms, in Å:
F1 -3.1970 -2.1990 0.1664  -0.419
F2 4.8067 0.8473 4.3918  -0.283
O1 0.9398 2.2177 2.8166  -0.446
O2 3.0572 1.5064 3.1329  -0.253
O3 2.2125 3.0713 4.4728  -0.371
N1 1.4804 -0.3718 0.4536  -0.729
N2 -2.0809 -1.6498 -3.3272  -0.816
C1 -4.5729 -1.2371 -1.5011  -1.481
C2 -0.7401 -1.1889 -3.4129  -0.637
C3 0.7335 0.2967 -1.8239  -0.775
C4 4.1383 1.9314 3.9206  0.318
C5 3.4636 2.7036 5.0443  -0.418
C6 -3.1461 -1.5200 -1.0961  0.980
C7 -0.3810 0.2492 -2.8715  -0.651
C8 -2.3883 -2.3562 -2.1377  -0.797
C9 0.3388 -0.2962 -0.4796  0.329
C10 1.9563 2.2580 3.4154  0.670
H1 3.3002 2.0326 5.8901  0.268
H2 -1.5023 -2.7847 -1.6085  0.260
H3 1.4282 -1.2365 0.9786  0.251
H4 4.8279 2.5108 3.3042  0.262
H5 -0.4776 0.3006 -0.0530  0.212
H6 -0.0265 -1.8844 -2.8970  0.395
H7 -4.5523 -0.6695 -2.4344  0.359
H8 3.9954 3.5959 5.3595  0.249
H9 1.4305 0.3704 1.1412  0.165
H10 -5.1125 -0.6751 -0.7350  0.368
H11 -1.3030 0.6917 -2.4760  0.293
H12 -5.0937 -2.1801 -1.6950  0.352
H13 1.0672 1.3305 -1.6568  0.246
H14 -0.0679 -1.2976 -0.6309  -0.031
H15 1.6108 -0.2490 -2.1936  0.311
H16 -3.0521 -3.2253 -2.3489  0.369
H17 -2.6041 -0.5871 -0.9249  -0.218
H18 -0.4155 -1.1904 -4.4703  0.314
H19 -0.0735 0.8847 -3.7136  0.359

Calculated values
F_max = 0.24 eV/Å
total charge = -1

---

no.,energy (eV)
1,-182009.87552
2,-25234.96904